# 1
Density functional theory data (ωB97M-V/def2-TZVPD) for a 2-piece molecular cluster, C3H12N2O2 overall in a non-equilibrium geometry.

**LUMO level**: 0.749 eV
**HOMO energy**: -9.30 eV
**Relative energy (zero: lowest compared OMol25 entry of this formula, charge and spin)**: 2.022 eV
**Gap between HOMO and LUMO**: 10.05 eV
**Structure (SMILES)**: NCCNCO.O

Geometry as XYZ:
```
19
C3H12N2O2 (ωB97M-V/def2-TZVPD)
N -0.736 -0.173 2.478
C -1.462 -0.601 1.250
C -1.000 0.251 0.056
N 0.085 -0.291 -0.815
C 1.390 -0.541 -0.227
O 2.245 0.473 -0.694
H -0.017 -0.835 2.735
H -1.383 -0.227 3.268
H -2.550 -0.380 1.293
H -1.085 -1.619 1.141
H -1.832 0.478 -0.610
H -0.494 1.142 0.422
H -0.268 -1.180 -1.183
H 1.419 -0.515 0.875
H 1.741 -1.585 -0.327
H 2.613 0.284 -1.562
O 0.462 1.814 -3.154
H -0.104 1.321 -2.531
H 0.975 2.183 -2.416
```

# 2
Density functional theory data (ωB97M-V/def2-TZVPD) for C20H28GaNO2S as an isolated structure in a non-equilibrium geometry.

**LUMO level**: -0.459 eV
**HOMO energy**: -7.62 eV
**Relative energy (zero: lowest compared OMol25 entry of this formula, charge and spin)**: 1.967 eV
**Gap between HOMO and LUMO**: 7.16 eV

Geometry as XYZ:
```
53
C20H28GaNO2S (ωB97M-V/def2-TZVPD)
O 0.547 0.121 -3.399
C 0.346 1.528 -3.997
C 0.249 1.025 -5.414
H 1.213 2.188 -3.819
H -0.593 2.001 -3.655
C 0.368 -0.379 -4.752
H 1.084 1.282 -6.065
H -0.694 1.205 -5.928
C 1.643 -1.088 -5.159
H 2.488 -0.387 -5.021
H 1.582 -1.385 -6.218
H 1.740 -1.996 -4.543
C -0.916 -1.208 -4.938
H -1.826 -0.624 -4.680
H -0.844 -2.144 -4.354
H -0.982 -1.493 -6.007
Ga -0.280 -0.293 2.460
C -2.645 -0.689 4.502
C -2.179 0.646 4.475
C -2.077 1.070 3.120
H -1.989 1.261 5.353
C -2.450 -0.074 2.275
C -2.824 -1.141 3.180
H -3.207 -2.112 2.871
H -2.880 -1.247 5.408
H -1.948 2.088 2.750
H -2.682 -0.022 1.209
C 1.389 -2.241 4.715
C 0.310 -2.645 3.917
C 0.580 -2.233 2.542
H -0.568 -3.213 4.224
C 1.865 -1.512 2.580
C 2.358 -1.592 3.891
H 3.339 -1.264 4.231
H 1.495 -2.414 5.782
H 0.143 -2.707 1.656
H 2.332 -1.059 1.703
O 1.457 1.046 0.158
C 0.354 0.220 -0.397
C -0.503 1.110 -1.336
H -0.315 -0.289 0.396
H 0.806 -0.609 -0.962
C 0.479 2.246 -1.517
H -1.423 1.461 -0.844
H -0.777 0.619 -2.252
C 0.908 2.388 -0.070
H 0.074 3.138 -1.964
H 1.361 1.884 -2.062
H -0.016 2.527 0.535
H 1.585 3.223 0.171
S 0.908 1.383 3.588
C 0.799 1.197 5.239
N 0.815 1.203 6.421
```

# 3
Density functional theory data (ωB97M-V/def2-TZVPD) for C17H38CrN7O2PS as an isolated structure.

**LUMO level (alpha / beta)**: -8.328 / -8.123 eV
**Net charge**: +3
**HOMO energy (alpha / beta)**: -16.06 / -16.07 eV
**2S+1**: 4
**Relative energy (zero: lowest compared OMol25 entry of this formula, charge and spin)**: 0.857 eV
**Gap between HOMO and LUMO (alpha / beta)**: 7.73 / 7.95 eV

Geometry as XYZ:
```
67
C17H38CrN7O2PS (ωB97M-V/def2-TZVPD)
Cr 0.061 0.015 0.666
C 3.484 -0.578 0.097
C 2.845 0.567 -0.663
N 1.743 1.240 0.081
C 2.270 2.023 1.247
C 1.797 1.437 2.564
N 0.352 1.112 2.455
C -0.253 0.717 3.773
C -0.522 -0.765 3.913
C -1.609 -1.259 2.972
N -1.223 -1.354 1.538
C -0.721 -2.688 1.143
C 0.734 -2.814 1.532
N 1.456 -1.533 1.217
C 2.590 -1.788 0.286
H 3.871 -0.237 1.063
H 4.366 -0.897 -0.461
H 2.419 0.204 -1.598
H 3.601 1.316 -0.911
H 1.342 1.902 -0.580
H 1.930 3.055 1.162
H 3.358 2.060 1.216
H 1.965 2.154 3.371
H 2.346 0.534 2.833
H -0.109 1.988 2.217
H -1.194 1.260 3.870
H 0.405 1.067 4.568
H -0.869 -0.932 4.934
H 0.400 -1.346 3.826
H -2.464 -0.581 3.027
H -1.964 -2.240 3.291
H -2.085 -1.190 0.983
H -0.836 -2.771 0.064
H -1.317 -3.476 1.607
H 1.205 -3.639 0.999
H 0.841 -3.025 2.595
H 1.886 -1.233 2.089
H 2.159 -2.112 -0.663
H 3.181 -2.616 0.681
S -3.377 -0.302 -0.342
C -2.685 1.288 -0.210
C -3.537 2.379 -0.480
C -3.087 3.671 -0.431
C -1.748 3.892 -0.097
C -0.972 2.804 0.179
N -1.390 1.507 0.144
H -4.569 2.157 -0.713
H -3.753 4.498 -0.638
H -1.328 4.886 -0.042
H 0.058 2.977 0.452
N 1.191 -0.400 -4.842
C 0.964 -1.328 -3.672
P -0.376 -0.562 -2.622
O -0.494 0.826 -3.158
O 0.010 -0.828 -1.178
C -1.906 -1.462 -3.128
N -3.007 -0.480 -3.326
H 0.720 0.497 -4.599
H 0.791 -0.756 -5.713
H 2.181 -0.227 -5.023
H 1.889 -1.391 -3.104
H 0.730 -2.325 -4.039
H -2.222 -2.183 -2.377
H -1.725 -1.984 -4.068
H -3.764 -0.854 -3.901
H -2.653 0.390 -3.735
H -3.379 -0.264 -2.339
```

# 4
Density functional theory data (ωB97M-V/def2-TZVPD) for a 29-piece molecular cluster, H58O29 overall in a non-equilibrium geometry.

**LUMO level**: -0.035 eV
**HOMO energy**: -10.55 eV
**Relative energy (zero: lowest compared OMol25 entry of this formula, charge and spin)**: 1.390 eV
**Gap between HOMO and LUMO**: 10.51 eV

Geometry as XYZ:
```
87
H58O29 (ωB97M-V/def2-TZVPD)
O -2.476 4.119 -1.075
H -1.965 4.433 -1.831
H -2.383 3.163 -1.178
O 0.840 0.255 2.613
H 0.833 -0.436 1.897
H 1.692 0.663 2.490
O -0.425 -3.575 -2.278
H -0.651 -4.235 -1.588
H 0.175 -4.009 -2.861
O 3.553 0.967 2.124
H 4.110 0.337 1.564
H 3.834 1.891 2.227
O -0.339 -0.766 -3.045
H -0.955 -0.082 -2.793
H -0.755 -1.616 -3.130
O -2.481 -1.024 1.700
H -2.150 -0.402 2.348
H -2.756 -0.466 0.945
O 5.112 2.024 -0.734
H 5.500 1.123 -0.810
H 5.517 2.657 -1.358
O 5.625 -0.736 -0.268
H 5.087 -1.459 -0.536
H 6.439 -1.077 0.114
O 0.029 -3.109 4.334
H -0.208 -3.853 3.744
H 0.356 -2.434 3.704
O -5.089 0.637 1.147
H -4.421 1.044 1.657
H -5.158 -0.253 1.550
O -0.571 1.636 0.259
H -0.351 1.110 1.033
H -1.275 2.234 0.578
O 2.541 2.028 -1.605
H 1.939 2.549 -1.000
H 3.504 2.029 -1.287
O 0.474 -1.636 0.549
H -0.468 -1.579 0.528
H 0.915 -1.419 -0.282
O -3.076 2.326 1.904
H -2.575 1.947 2.695
H -3.402 3.211 2.124
O 2.153 -0.729 -1.669
H 2.246 0.156 -1.303
H 1.334 -0.644 -2.156
O -0.119 -4.969 0.139
H -0.714 -4.454 0.715
H 0.690 -4.402 0.181
O -1.001 -1.236 6.346
H -1.465 -1.860 6.945
H -0.815 -1.807 5.543
O 3.344 -2.787 -0.520
H 2.750 -2.296 -1.177
H 2.980 -2.593 0.314
O -0.688 4.669 -3.183
H -0.995 5.066 -4.005
H -0.129 3.943 -3.516
O 0.940 4.071 -0.285
H 1.122 4.675 -1.064
H 0.057 3.788 -0.445
O 0.225 2.280 -3.832
H 0.935 2.153 -3.210
H 0.590 1.856 -4.617
O -4.463 -2.936 0.254
H -4.220 -3.690 -0.365
H -3.898 -2.228 -0.066
O -2.009 -3.860 2.113
H -2.284 -2.911 2.130
H -2.169 -4.238 2.980
O -1.382 0.921 3.827
H -0.495 0.706 3.461
H -1.521 0.316 4.542
O 1.644 6.317 -2.473
H 0.878 6.071 -3.053
H 1.353 7.098 -1.981
O -3.420 -0.411 -0.882
H -3.077 -0.013 -1.674
H -4.193 0.011 -0.602
O 1.157 -0.104 -5.270
H 2.063 0.167 -5.546
H 1.284 -0.503 -4.388
O -1.603 1.424 -2.236
H -1.226 1.497 -1.367
H -1.028 1.973 -2.782
O 0.303 -5.851 2.724
H 0.481 -6.310 1.875
H 0.238 -6.550 3.404
```

# 5
Density functional theory data (ωB97M-V/def2-TZVPD) for C21H20N5PtS as an isolated structure.

**LUMO level**: -3.440 eV
**Net charge**: +1
**HOMO energy**: -10.48 eV
**Relative energy (zero: lowest compared OMol25 entry of this formula, charge and spin)**: 0.088 eV
**Gap between HOMO and LUMO**: 7.04 eV

Geometry as XYZ:
```
48
C21H20N5PtS (ωB97M-V/def2-TZVPD)
Pt -0.069 0.063 -0.306
C 5.110 0.802 -0.142
N 4.068 1.816 -0.043
C 4.269 3.168 0.167
C 3.070 3.758 0.166
N 2.111 2.754 -0.044
C 2.757 1.560 -0.186
S 2.202 0.003 -0.544
C 0.724 3.046 -0.136
C 0.265 4.269 0.322
C -1.019 4.663 -0.011
C -1.789 3.845 -0.818
C -1.285 2.605 -1.145
N -0.073 2.173 -0.762
H 6.073 1.291 -0.033
H 5.056 0.308 -1.110
H 4.981 0.062 0.646
H 5.252 3.588 0.283
H 2.813 4.796 0.237
H 0.898 4.904 0.920
H -1.398 5.614 0.336
H -2.773 4.138 -1.152
H -1.843 1.902 -1.743
C -3.125 0.781 0.532
N -2.078 -0.195 0.260
C -2.363 -1.449 0.460
C -1.338 -2.395 0.365
C -1.233 -3.776 0.525
C 0.114 -4.083 0.347
C 0.781 -2.883 0.086
N -0.097 -1.870 0.094
C -2.854 1.730 1.683
C -3.921 2.502 2.141
C -3.745 3.425 3.158
C -2.496 3.584 3.746
C -1.436 2.804 3.312
C -1.614 1.881 2.287
H -4.059 0.256 0.743
H -3.316 1.357 -0.373
H -3.368 -1.741 0.753
H -2.039 -4.456 0.751
H 0.576 -5.054 0.400
H 1.832 -2.728 -0.101
H -4.900 2.383 1.689
H -4.587 4.010 3.505
H -2.359 4.293 4.552
H -0.465 2.902 3.780
H -0.784 1.249 1.995
```

# 6
Density functional theory data (ωB97M-V/def2-TZVPD) for C27H36BCoN9O3 as an isolated structure.

**LUMO level (alpha / beta)**: 0.541 / 0.531 eV
**HOMO energy (alpha / beta)**: -7.67 / -7.75 eV
**2S+1**: 2
**Relative energy (zero: lowest compared OMol25 entry of this formula, charge and spin)**: 0.494 eV
**Gap between HOMO and LUMO (alpha / beta)**: 8.21 / 8.28 eV

Geometry as XYZ:
```
77
C27H36BCoN9O3 (ωB97M-V/def2-TZVPD)
Co -0.462 -0.425 0.401
O 1.367 -0.213 -1.814
C 1.124 -0.572 -3.166
C -0.028 0.273 -3.661
C 0.222 1.791 -3.505
C -0.777 2.479 -2.612
C -2.104 2.594 -3.028
C -3.022 3.224 -2.213
C -2.584 3.738 -1.001
C -1.251 3.578 -0.673
N -0.355 2.962 -1.444
H 1.982 -0.836 -1.413
H 0.864 -1.633 -3.232
H 2.021 -0.394 -3.773
H -0.933 -0.012 -3.118
H -0.199 0.024 -4.711
H 0.174 2.261 -4.489
H 1.217 1.975 -3.102
H -2.402 2.184 -3.985
H -4.058 3.314 -2.514
H -3.256 4.243 -0.320
H -0.882 3.975 0.267
B 0.972 -1.644 3.436
N 1.683 -0.629 2.464
C 2.822 -0.027 2.825
C 3.278 0.750 1.776
C 2.327 0.557 0.780
N 1.372 -0.284 1.204
N -0.507 -1.911 3.066
C -1.362 -2.535 3.887
C -2.506 -2.851 3.181
C -2.254 -2.365 1.900
N -1.046 -1.806 1.839
H 1.601 -2.679 3.411
H 0.999 -1.137 4.536
H 3.231 -0.207 3.806
H 4.166 1.356 1.737
H 2.252 1.000 -0.200
H -1.083 -2.726 4.910
H -3.390 -3.346 3.542
H -2.895 -2.369 1.034
C -1.157 -3.698 -2.472
C -1.432 -2.472 -1.636
O -0.488 -2.017 -0.986
C -2.764 -1.887 -1.628
C -3.816 -2.519 -2.327
C -5.091 -2.020 -2.326
C -5.351 -0.846 -1.598
C -4.359 -0.200 -0.914
C -3.024 -0.688 -0.909
O -2.140 -0.010 -0.259
H -0.103 -3.945 -2.385
H -1.417 -3.531 -3.518
H -1.750 -4.542 -2.116
H -3.609 -3.431 -2.872
H -5.883 -2.525 -2.861
H -6.359 -0.447 -1.571
H -4.553 0.696 -0.340
C -0.419 2.854 5.921
C 0.336 3.772 4.966
C 1.710 3.204 4.628
C -0.478 4.078 3.708
N -0.829 2.882 2.953
C -0.130 2.186 2.059
N -0.837 1.131 1.731
N -1.983 1.194 2.434
N -1.987 2.235 3.172
H 0.137 2.740 6.852
H -0.549 1.859 5.491
H -1.410 3.244 6.160
H 0.474 4.745 5.450
H 1.630 2.223 4.154
H 2.300 3.072 5.535
H 2.269 3.861 3.958
H 0.075 4.735 3.036
H -1.424 4.556 3.960
H 0.848 2.439 1.690
```

# 7
Density functional theory data (ωB97M-V/def2-TZVPD) for a 11-piece molecular cluster, C44H77N11 overall in a non-equilibrium geometry.

**LUMO level**: 0.181 eV
**HOMO energy**: -10.80 eV
**Relative energy (zero: lowest compared OMol25 entry of this formula, charge and spin)**: 4.716 eV
**Gap between HOMO and LUMO**: 10.98 eV
**Structure (SMILES)**: CCCC#N.CCCC#N.CCCC#N.CCCC#N.CCCC#N.CCCC#N.CCCC#N.CCCC#N.CCCC#N.CCCC#N.CCCC#N

Geometry as XYZ:
```
132
C44H77N11 (ωB97M-V/def2-TZVPD)
C 1.076 3.521 7.085
C 0.347 2.246 7.238
C -0.740 1.972 6.239
C -0.154 2.064 4.868
N 0.344 2.157 3.808
H 0.444 4.383 6.867
H 1.823 3.523 6.292
H 1.545 3.793 8.031
H -0.128 2.142 8.213
H 1.084 1.446 7.170
H -1.506 2.732 6.387
H -1.096 0.942 6.246
C 1.215 -3.318 3.973
C 0.285 -4.432 4.152
C -1.100 -4.155 3.658
C -1.562 -2.928 4.359
N -1.982 -1.978 4.899
H 0.898 -2.491 4.609
H 1.223 -2.772 3.029
H 2.239 -3.380 4.341
H 0.245 -4.813 5.172
H 0.589 -5.281 3.539
H -1.754 -5.011 3.819
H -1.010 -3.833 2.620
C 3.701 -7.093 1.133
C 3.533 -5.919 2.087
C 3.261 -4.587 1.393
C 1.878 -4.454 0.867
N 0.750 -4.488 0.494
H 2.991 -7.267 0.324
H 3.562 -8.048 1.640
H 4.708 -7.145 0.719
H 4.455 -5.835 2.662
H 2.803 -6.189 2.850
H 4.035 -4.376 0.655
H 3.329 -3.838 2.182
C 1.953 -3.714 -5.524
C 1.620 -2.759 -4.329
C 2.598 -2.926 -3.212
C 2.713 -4.338 -2.893
N 2.901 -5.416 -2.557
H 1.373 -3.285 -6.341
H 1.688 -4.748 -5.303
H 2.978 -3.677 -5.893
H 0.599 -2.962 -4.006
H 1.578 -1.722 -4.663
H 2.299 -2.616 -2.211
H 3.594 -2.513 -3.370
C -3.809 3.859 1.691
C -5.080 3.332 2.408
C -6.335 3.494 1.636
C -6.209 3.218 0.225
N -6.118 3.030 -0.931
H -3.008 3.946 2.425
H -4.025 4.883 1.389
H -3.381 3.130 1.003
H -5.080 3.807 3.389
H -4.762 2.301 2.561
H -6.768 4.487 1.756
H -6.995 2.723 2.034
C -0.706 4.783 0.664
C 0.345 5.283 1.565
C 0.616 6.776 1.344
C 1.743 7.120 2.227
N 2.646 7.442 2.878
H -0.519 4.973 -0.393
H -1.656 5.309 0.750
H -1.021 3.760 0.869
H 1.298 4.757 1.509
H -0.014 5.117 2.581
H -0.270 7.397 1.472
H 0.874 6.846 0.287
C -2.317 -6.764 0.650
C -2.826 -5.380 0.242
C -3.080 -5.139 -1.294
C -3.863 -6.211 -1.953
N -4.475 -7.000 -2.467
H -1.394 -7.061 0.152
H -3.083 -7.492 0.381
H -2.023 -6.865 1.694
H -2.194 -4.598 0.663
H -3.803 -5.195 0.688
H -2.130 -4.916 -1.779
H -3.627 -4.207 -1.436
C -3.175 5.164 -3.915
C -2.678 3.856 -3.422
C -3.793 2.824 -3.900
C -3.655 1.425 -3.350
N -3.565 0.352 -2.935
H -2.627 6.029 -3.540
H -4.216 5.368 -3.666
H -3.076 5.121 -5.000
H -2.523 3.870 -2.343
H -1.712 3.540 -3.814
H -3.788 2.708 -4.984
H -4.813 3.085 -3.619
C -0.836 -1.181 1.169
C -0.829 0.311 0.813
C -0.685 0.630 -0.634
C 0.499 0.192 -1.364
N 1.369 -0.135 -2.048
H -1.326 -1.866 0.477
H -1.419 -1.239 2.088
H 0.148 -1.649 1.142
H -0.092 0.839 1.418
H -1.760 0.796 1.105
H -0.773 1.712 -0.730
H -1.456 0.152 -1.239
C 0.201 2.701 -5.712
C 1.405 2.081 -6.411
C 2.468 1.793 -5.425
C 3.367 2.941 -5.037
N 4.123 3.730 -4.808
H -0.479 2.830 -6.554
H 0.541 3.592 -5.184
H -0.117 1.916 -5.027
H 1.807 2.687 -7.223
H 1.002 1.143 -6.793
H 3.232 1.231 -5.962
H 2.097 1.401 -4.478
C 3.651 1.645 0.029
C 4.462 1.822 -1.356
C 4.831 0.548 -2.028
C 5.313 -0.688 -1.361
N 5.707 -1.589 -0.788
H 4.080 1.493 1.020
H 3.130 0.693 -0.078
H 2.992 2.512 0.002
H 5.232 2.582 -1.216
H 3.871 2.237 -2.172
H 5.647 0.975 -2.612
H 4.048 0.264 -2.731
```

Which value of relative energy (zero: lowest compared OMol25 entry of this formula, charge and spin) does entry 7 give? 4.716 eV

The highest relative energy (zero: lowest compared OMol25 entry of this formula, charge and spin) belongs to which entry? C44H77N11

The highest relative energy (zero: lowest compared OMol25 entry of this formula, charge and spin) belongs to which entry? C44H77N11

What is the relative energy (zero: lowest compared OMol25 entry of this formula, charge and spin) in the second record? 1.967 eV